C5H11NS | the ωB97M-V functional and the def2-TZVPD basis

Values from the calculation:
Structure (SMILES) ... CN1CCSCC1
Total charge ... 0
Largest force on an atom ... 2.74 eV Å⁻¹
Gap between HOMO and LUMO ... 9.09 eV

```
18
C5H11NS (the ωB97M-V functional and the def2-TZVPD basis)
C 0.00972 -0.59611 2.21105
N 0.01531 0.60284 1.37912
C -1.18043 0.64359 0.57547
C -1.36135 -0.30365 -0.60907
S -0.02387 -0.20772 -1.83585
C 1.34849 -0.34949 -0.64259
C 1.23236 0.66387 0.55301
H 0.95206 -0.64368 2.74795
H -0.07415 -1.50706 1.60619
H -0.88996 -0.64743 2.79228
H -1.29849 1.67388 0.17990
H -2.07357 0.61607 1.26284
H -2.35254 -0.14111 -1.07535
H -1.25280 -1.32662 -0.24327
H 1.30685 -1.37703 -0.20031
H 2.22958 -0.10408 -1.23053
H 2.10789 0.53191 1.22166
H 1.32720 1.67955 0.13114
```